(1)
Formula: C68H177N9O32
Source: the Open Molecules 2025 dataset
Level of theory: ωB97M-V/def2-TZVPD

The geometry in XYZ format:
```
286
Properties=species:S:1:pos:R:3:forces:R:3:lowdin_charge:R:1
C -3.4721 -8.5119 -26.1839 0.65 0.00 -1.38 -0.13
O -4.8381 -8.5495 -25.9206 -0.41 0.33 0.72 -0.17
C -5.4441 -9.7620 -26.2620 0.12 -0.98 -0.95 -0.22
C -4.8390 -10.9646 -25.5593 0.30 -0.69 -0.15 -0.26
N -4.7366 -10.7508 -24.1372 -0.18 -0.24 -0.11 -0.05
C -3.8373 -11.6753 -23.4473 0.06 0.60 -0.35 -0.18
C -2.4549 -11.0730 -23.2936 0.22 -0.69 0.78 -0.25
O -2.5444 -9.9085 -22.5129 0.03 0.43 -0.40 -0.18
C -1.2683 -9.3321 -22.2611 -0.14 -0.17 -0.34 -0.09
H -2.9339 -9.4241 -25.9168 -0.02 0.14 0.56 0.06
H -3.0344 -7.6278 -25.7311 -0.05 -0.06 0.30 0.09
H -3.2873 -8.4314 -27.2737 -0.16 0.11 0.11 0.09
H -5.3286 -9.9541 -27.3446 -0.06 0.15 0.06 0.12
H -6.5135 -9.7103 -26.0746 0.02 0.35 0.31 0.12
H -3.8786 -11.2590 -26.0350 0.08 0.43 0.16 0.11
H -5.4330 -11.8656 -25.7735 -0.35 0.31 0.13 0.12
H -4.4837 -9.7893 -23.9435 0.03 -0.03 0.09 0.10
H -3.7040 -12.5806 -24.0445 -0.30 -0.11 0.12 0.12
H -4.2861 -11.9199 -22.4875 0.25 -0.19 0.19 0.11
H -2.0184 -10.9042 -24.2898 -0.01 0.33 0.04 0.11
H -1.7792 -11.7744 -22.7691 -0.19 -0.13 -0.20 0.12
H -0.8075 -9.8358 -21.4017 0.04 0.21 0.07 0.08
H -1.4076 -8.2664 -22.0916 -0.01 -0.02 0.32 0.09
H -0.5971 -9.4365 -23.1232 -0.15 0.05 0.11 0.06
C 6.1209 -22.5589 -12.2353 -0.29 0.50 0.76 -0.13
O 5.9099 -22.4494 -13.6128 0.42 -0.31 -0.02 -0.22
C 4.7958 -23.2080 -14.0373 -0.48 1.01 -0.29 -0.22
C 4.4953 -22.8685 -15.4838 -0.07 -0.77 0.64 -0.21
N 3.5980 -21.7336 -15.5766 0.02 0.51 -0.84 -0.03
C 3.3922 -21.3262 -16.9756 0.30 0.12 0.47 -0.21
C 2.5897 -22.2906 -17.8011 -0.09 0.31 -0.63 -0.21
O 3.3944 -23.3934 -18.1878 0.13 0.03 0.18 -0.24
C 2.6441 -24.3892 -18.8240 -0.42 -0.74 -0.19 -0.11
H 6.3326 -23.5791 -11.8994 0.07 -0.04 -0.17 0.09
H 5.2437 -22.1977 -11.6682 0.00 -0.20 -0.16 0.09
H 6.9346 -21.8963 -11.9357 0.18 -0.16 -0.24 0.09
H 3.9266 -22.8423 -13.4712 -0.07 -0.53 0.18 0.13
H 4.9272 -24.2855 -13.9193 0.25 -0.01 0.27 0.12
H 3.9773 -23.7520 -15.8626 0.08 0.20 -0.36 0.12
H 5.4471 -22.7593 -16.0269 -0.11 0.04 -0.11 0.13
H 4.0003 -20.8934 -15.1582 0.08 -0.29 0.19 0.06
H 4.3542 -21.1560 -17.4933 -0.11 -0.05 -0.02 0.12
H 2.8853 -20.3599 -16.9455 -0.11 -0.05 -0.09 0.10
H 2.2889 -21.7759 -18.7279 -0.22 0.04 0.14 0.13
H 1.6879 -22.6390 -17.2869 0.07 0.02 0.14 0.13
H 2.3603 -24.1330 -19.8538 0.01 0.21 0.10 0.10
H 1.7313 -24.6073 -18.2562 0.03 0.00 -0.03 0.09
H 3.2466 -25.2919 -18.8810 0.06 0.05 0.03 0.08
C 3.8608 -18.3955 -19.2468 0.70 -0.20 0.39 -0.07
O 3.7077 -17.1305 -19.8810 -0.14 -0.37 0.46 -0.24
C 4.8213 -16.2466 -19.7725 0.78 -0.18 -0.03 -0.19
C 4.4199 -14.9521 -20.4186 -1.60 -0.68 0.06 -0.16
N 3.4900 -14.3130 -19.4909 0.96 0.24 0.24 -0.04
C 2.7288 -13.2254 -20.0388 -0.74 0.21 0.34 -0.19
C 1.8428 -12.6705 -18.9318 -0.04 -0.49 0.40 -0.18
O 0.8227 -13.5914 -18.5285 -0.03 0.32 -0.28 -0.20
C -0.2627 -13.6729 -19.4345 0.05 0.04 -0.31 -0.09
H 4.5589 -18.3516 -18.3982 -0.18 0.27 -0.07 0.08
H 4.2709 -19.1520 -19.9216 -0.17 0.04 -0.18 0.09
H 2.9092 -18.7409 -18.8409 -0.12 0.13 -0.26 0.07
H 5.7028 -16.6824 -20.2563 -0.07 0.07 0.17 0.10
H 5.0605 -16.0663 -18.7160 -0.04 -0.12 -0.01 0.12
H 3.8287 -15.2313 -21.3079 0.65 0.21 -0.39 0.11
H 5.2705 -14.3387 -20.6882 0.04 0.20 0.02 0.10
H 2.8616 -15.0308 -19.1584 -0.16 0.05 -0.09 0.07
H 2.0862 -13.5532 -20.8734 0.21 0.27 -0.22 0.12
H 3.3864 -12.4157 -20.3602 0.06 -0.15 -0.25 0.11
H 1.4070 -11.6976 -19.1878 -0.04 -0.07 -0.05 0.11
H 2.4510 -12.5876 -18.0283 0.08 0.34 -0.09 0.11
H -0.0834 -14.4028 -20.2325 -0.05 -0.03 0.10 0.07
H -0.4623 -12.7142 -19.9344 0.04 0.04 0.23 0.09
H -1.1489 -13.9612 -18.8701 0.01 -0.08 -0.03 0.09
C 2.9742 -11.7330 -13.2097 -0.20 0.22 -0.07 -0.11
O 1.8570 -11.5729 -14.0448 -0.01 0.51 0.15 -0.17
C 1.2800 -12.7862 -14.3892 -0.35 -0.82 -0.18 -0.27
C -0.1701 -12.5910 -14.7483 0.07 0.16 0.54 -0.21
N -0.9977 -12.5094 -13.5146 -0.50 -0.48 -1.27 -0.03
C -2.3860 -12.1386 -13.8913 0.56 -0.60 0.09 -0.21
C -3.2811 -12.1067 -12.6792 -0.52 0.63 -0.72 -0.23
O -3.4626 -13.4190 -12.1963 0.92 -0.18 -0.31 -0.17
C -4.4045 -13.5060 -11.1939 -1.54 0.52 0.86 -0.14
H 3.7126 -12.3521 -13.7268 0.26 0.09 0.25 0.06
H 2.6852 -12.1723 -12.2468 0.04 -0.16 -0.07 0.10
H 3.3526 -10.7322 -13.0234 0.31 -0.06 -0.02 0.09
H 1.3219 -13.4969 -13.5477 0.13 0.04 -0.02 0.12
H 1.7910 -13.2559 -15.2462 0.18 0.08 0.08 0.11
H -0.4603 -13.4565 -15.3599 -0.20 0.24 -0.26 0.11
H -0.2381 -11.6632 -15.3232 -0.23 -0.13 -0.06 0.13
H -1.1318 -13.5050 -13.3252 0.29 0.25 0.80 0.10
H -2.7879 -12.8967 -14.5812 -0.13 0.16 0.09 0.10
H -2.4162 -11.2041 -14.4497 0.10 0.19 0.28 0.12
H -4.2373 -11.6813 -13.0347 -0.01 -0.18 0.28 0.11
H -2.8971 -11.4390 -11.8983 0.13 -0.15 0.02 0.13
H -4.1836 -14.2534 -10.4321 0.37 -0.20 -0.28 0.08
H -5.4064 -13.7287 -11.5974 0.15 -0.10 -0.06 0.09
H -4.5365 -12.5552 -10.6524 0.25 -0.07 -0.07 0.09
C -0.4857 -7.6464 -28.6845 0.20 0.22 -0.26 -0.12
O 0.5925 -7.9511 -27.8309 -0.27 0.11 0.31 -0.19
C 0.1454 -8.4912 -26.5903 0.62 -0.13 -0.31 -0.22
C 1.4159 -8.7288 -25.7788 0.39 0.40 -0.58 -0.20
N 1.2482 -9.5114 -24.5766 -0.05 -0.21 0.08 -0.05
C 1.1173 -10.9445 -24.8338 -0.47 0.63 0.22 -0.20
C 1.1422 -11.6964 -23.5252 0.32 -0.79 0.28 -0.21
O 2.3596 -11.4959 -22.8293 0.11 0.23 -0.08 -0.21
C 3.4885 -12.0570 -23.4871 -0.13 0.08 0.39 -0.09
H -1.2093 -6.9706 -28.2132 -0.09 -0.22 0.13 0.08
H -0.9682 -8.5652 -29.0367 -0.20 0.08 0.08 0.09
H -0.0920 -7.1092 -29.5484 0.11 -0.15 0.02 0.09
H -0.3972 -9.4238 -26.7989 -0.17 0.10 0.24 0.12
H -0.4777 -7.7575 -26.0671 -0.27 -0.22 -0.04 0.12
H 1.7784 -7.7211 -25.5607 0.14 -0.16 0.37 0.13
H 2.1648 -9.1569 -26.4671 -0.12 -0.11 0.03 0.12
H 2.0295 -9.3911 -23.9419 0.00 0.19 -0.07 0.10
H 1.9228 -11.3106 -25.4848 -0.26 -0.06 -0.21 0.11
H 0.1443 -11.0996 -25.3070 0.13 -0.28 -0.18 0.11
H 1.0120 -12.7781 -23.7056 -0.06 0.20 -0.09 0.11
H 0.3550 -11.4069 -22.8288 0.07 0.22 -0.23 0.09
H 3.5681 -11.7199 -24.5237 0.09 -0.03 0.02 0.08
H 3.4568 -13.1532 -23.4544 0.04 0.09 0.00 0.08
H 4.3621 -11.7060 -22.9421 -0.01 -0.15 -0.02 0.08
C 1.8895 -16.3747 -16.9346 0.63 -0.38 -0.11 -0.08
O 2.7831 -16.7718 -15.9068 -0.03 -0.06 0.01 -0.21
C 2.2198 -17.8085 -15.1101 -0.11 0.43 -0.57 -0.21
C 3.2681 -18.2586 -14.1124 -0.16 0.55 -0.84 -0.19
N 4.4545 -18.7571 -14.7967 -0.27 -0.12 0.06 -0.06
C 5.4850 -19.2402 -13.8911 0.38 0.70 -0.20 -0.20
C 6.7466 -19.6114 -14.6529 -0.03 -1.06 0.19 -0.21
O 7.5852 -18.4935 -14.8876 -0.24 0.59 0.32 -0.24
C 8.4910 -18.2826 -13.7890 0.25 -1.35 -0.78 -0.06
H 2.4265 -15.6775 -17.5626 0.01 0.24 0.13 0.06
H 0.9830 -15.8908 -16.5619 -0.04 -0.13 0.09 0.09
H 1.6650 -17.2578 -17.5491 -0.37 0.15 0.02 0.08
H 1.8815 -18.6146 -15.7789 0.10 -0.11 0.20 0.11
H 1.3373 -17.3706 -14.6257 0.00 -0.37 0.31 0.13
H 2.8415 -19.0746 -13.5269 0.10 0.21 0.37 0.13
H 3.4751 -17.3392 -13.5391 0.09 -0.46 0.51 0.11
H 4.7978 -18.0746 -15.4639 0.05 0.08 0.18 0.10
H 5.0534 -20.0709 -13.3315 0.27 -0.14 0.00 0.11
H 5.8541 -18.4891 -13.1632 -0.54 0.00 0.07 0.12
H 6.5025 -20.0783 -15.6124 -0.04 0.22 -0.05 0.12
H 7.2896 -20.3805 -14.0876 0.03 0.12 -0.07 0.11
H 8.9335 -17.2961 -13.8443 -0.16 0.14 0.00 0.09
H 9.2535 -19.0598 -13.9425 0.30 0.36 0.34 0.10
H 8.0325 -18.5013 -12.8239 -0.20 0.43 0.01 0.09
C 4.7064 -9.2817 -15.1864 -0.20 0.67 -0.02 -0.12
O 5.1970 -10.5864 -15.2420 0.01 -0.69 -0.29 -0.20
C 5.2223 -11.1396 -16.5646 -0.12 0.36 0.69 -0.19
C 4.9546 -12.6236 -16.4882 0.50 0.68 -0.58 -0.22
N 5.9812 -13.3402 -15.7647 -0.29 -0.44 0.07 -0.04
C 5.5446 -14.7207 -15.5420 -0.27 0.21 0.60 -0.19
C 6.4864 -15.4170 -14.5932 0.27 -0.11 0.07 -0.21
O 6.6295 -14.7220 -13.3716 -0.02 0.13 0.32 -0.18
C 5.4784 -14.7338 -12.5525 -0.03 -0.77 -0.07 -0.09
H 3.6436 -9.2735 -14.9180 0.00 0.02 -0.04 0.09
H 4.8201 -8.7568 -16.1423 0.01 -0.05 0.03 0.07
H 5.2690 -8.7142 -14.4437 -0.03 -0.07 0.10 0.09
H 6.2008 -10.8559 -16.9701 -0.12 -0.38 -0.41 0.13
H 4.4139 -10.7223 -17.1792 0.16 0.21 0.04 0.11
H 4.9670 -12.9752 -17.5248 -0.46 -0.24 0.07 0.10
H 3.9581 -12.7464 -16.0428 -0.09 -0.17 -0.15 0.11
H 6.0669 -12.9045 -14.8483 0.34 -0.04 -0.08 0.12
H 5.4608 -15.2886 -16.4730 0.11 0.17 -0.11 0.12
H 4.5376 -14.7209 -15.0866 0.01 -0.15 -0.19 0.11
H 7.5023 -15.4550 -14.9889 -0.08 -0.09 -0.23 0.13
H 6.1401 -16.4407 -14.4007 0.03 0.04 -0.06 0.10
H 5.8113 -14.7649 -11.5159 -0.03 0.41 0.03 0.09
H 4.9094 -15.6677 -12.6997 0.01 0.18 -0.10 0.08
H 4.8142 -13.8917 -12.7557 0.05 0.04 0.17 0.07
C 5.6255 -8.5835 -19.6071 0.49 0.23 0.60 -0.11
O 4.4060 -8.2962 -20.2242 0.01 -0.06 -0.37 -0.18
C 3.3931 -9.2362 -19.9280 0.19 0.24 -0.05 -0.23
C 2.1244 -8.8042 -20.5981 -0.77 -0.16 -0.04 -0.22
N 1.5127 -7.6514 -19.9618 0.08 0.67 -0.22 -0.03
C 1.9648 -6.3516 -20.5086 -0.14 -1.02 0.58 -0.19
C 1.1107 -5.2623 -19.9304 -0.16 0.77 0.00 -0.24
O -0.2519 -5.5067 -20.2444 0.48 -0.25 -0.42 -0.20
C -1.0776 -4.4610 -19.8395 -0.47 0.18 0.41 -0.13
H 5.5774 -8.4428 -18.5139 -0.18 -0.18 -0.09 0.08
H 6.3646 -7.8630 -19.9542 -0.03 -0.06 -0.22 0.09
H 5.9962 -9.5974 -19.8040 -0.14 -0.01 -0.13 0.08
H 3.2406 -9.2384 -18.8400 -0.06 -0.34 -0.04 0.12
H 3.6514 -10.2327 -20.3187 0.22 0.04 0.25 0.11
H 1.4174 -9.6373 -20.5209 0.07 -0.02 0.04 0.10
H 2.2922 -8.6723 -21.6799 0.13 0.10 0.09 0.11
H 0.5056 -7.6665 -20.0733 0.05 -0.17 -0.02 0.09
H 1.9124 -6.3815 -21.6069 0.04 0.31 0.03 0.12
H 2.9973 -6.2016 -20.1945 0.05 0.09 -0.20 0.11
H 1.4167 -4.2804 -20.3331 -0.07 -0.19 -0.13 0.12
H 1.2203 -5.1643 -18.8398 0.07 -0.35 -0.05 0.13
H -2.0850 -4.6572 -20.2027 0.01 -0.06 -0.05 0.09
H -0.7515 -3.4919 -20.2351 0.08 -0.03 0.01 0.09
H -1.1201 -4.4104 -18.7422 0.03 0.16 -0.06 0.09
C -9.7506 -9.3389 -13.1774 0.10 1.02 0.24 -0.13
O -8.8141 -10.3190 -13.4810 0.50 -0.15 -0.31 -0.19
C -9.4045 -11.4007 -14.1437 -0.24 -0.63 0.07 -0.25
C -8.4071 -12.5276 -14.4098 -0.76 0.02 -0.61 -0.20
N -7.5288 -12.3556 -15.5625 0.24 0.18 0.36 -0.06
C -6.5163 -11.3025 -15.3886 -0.62 -0.20 0.12 -0.19
C -5.5803 -11.2400 -16.5790 -0.12 0.72 0.06 -0.21
O -4.3167 -11.7825 -16.2432 -0.19 -0.50 -0.63 -0.21
C -3.8539 -12.7401 -17.1869 0.66 0.41 0.35 -0.10
H -10.4928 -9.7237 -12.4725 -0.26 0.09 -0.14 0.09
H -10.2054 -8.9039 -14.0768 -0.30 -0.35 -0.01 0.09
H -9.2289 -8.4969 -12.7154 0.05 -0.22 0.18 0.09
H -9.8733 -11.1165 -15.1023 0.20 0.27 0.03 0.13
H -10.2415 -11.7871 -13.5346 0.16 -0.05 0.05 0.12
H -9.0465 -13.3817 -14.6631 0.18 -0.16 0.29 0.11
H -7.8426 -12.7536 -13.5064 0.14 -0.02 -0.03 0.12
H -8.1170 -12.1335 -16.3595 0.11 -0.01 -0.06 0.10
H -5.9470 -11.5695 -14.4989 0.14 0.08 0.00 0.11
H -6.9788 -10.3283 -15.1890 0.09 0.01 -0.08 0.11
H -5.4542 -10.1910 -16.8743 0.20 -0.03 0.01 0.12
H -6.0452 -11.7282 -17.4419 0.16 -0.27 0.07 0.12
H -4.5452 -13.5804 -17.2864 0.03 0.00 0.01 0.10
H -2.8790 -13.0675 -16.8108 -0.23 -0.24 -0.01 0.07
H -3.6449 -12.2900 -18.1631 -0.29 0.06 -0.08 0.09
C 8.2233 -13.2472 -20.2997 -0.25 -0.50 0.08 -0.23
C 7.3654 -12.9506 -19.0932 0.12 0.78 -0.09 -0.27
O 7.8487 -13.6747 -17.9897 -0.39 -0.21 -0.12 -0.06
O 7.7805 -12.5207 -21.4156 -0.20 0.57 -0.11 -0.09
H 8.1949 -14.3214 -20.5219 0.25 -0.04 0.15 0.12
H 9.2367 -12.9223 -20.0760 0.15 -0.19 -0.09 0.13
H 6.3061 -13.1412 -19.3066 0.02 -0.24 -0.01 0.10
H 7.4432 -11.8583 -18.9440 -0.06 -0.14 0.20 0.12
H 7.1640 -13.6267 -17.2976 0.41 0.14 0.43 0.03
H 6.9547 -12.8976 -21.7685 0.17 -0.16 -0.09 0.06
C 5.6951 -17.5582 -22.8049 -0.58 -0.15 -0.57 -0.22
C 7.1544 -17.7727 -22.6021 0.33 -0.12 -0.11 -0.25
O 7.7978 -17.8914 -23.8684 -0.02 0.14 0.10 -0.05
O 5.5176 -16.3128 -23.4718 -0.26 0.05 0.16 -0.08
H 5.1725 -17.5807 -21.8407 0.08 0.00 -0.21 0.10
H 5.2691 -18.3618 -23.4213 0.11 0.03 0.03 0.13
H 7.3099 -18.7045 -22.0470 -0.02 0.14 0.27 0.11
H 7.5362 -16.9202 -22.0305 0.19 -0.19 0.02 0.11
H 8.7279 -17.6865 -23.7402 0.00 -0.02 -0.07 0.09
H 4.5560 -16.1543 -23.5717 0.20 -0.11 0.19 0.05
C 5.6625 -23.7569 -21.4345 0.25 -0.48 0.79 -0.21
C 5.8562 -22.4394 -20.7265 -0.08 0.47 0.30 -0.25
O 4.6303 -21.9323 -20.2275 -0.08 0.04 -0.22 -0.08
O 5.2147 -24.7620 -20.4964 -0.11 0.30 -0.43 -0.08
H 6.5962 -24.1158 -21.8761 -0.07 0.26 -0.32 0.12
H 4.8789 -23.6343 -22.1783 0.03 -0.20 -0.10 0.12
H 6.2491 -21.6818 -21.4094 -0.03 -0.08 -0.12 0.12
H 6.5841 -22.5200 -19.9034 -0.01 -0.23 -0.11 0.12
H 4.1992 -22.6209 -19.6895 0.36 0.06 0.14 0.04
H 5.9827 -25.0506 -19.9947 -0.01 0.02 0.05 0.09
C 7.5541 -18.2650 -18.9176 -0.14 -0.91 -0.64 -0.27
C 8.4707 -19.2605 -18.2421 0.08 0.09 0.56 -0.23
O 9.2317 -18.6277 -17.2154 -0.20 -0.15 -0.17 -0.07
O 8.2468 -17.2824 -19.6476 0.15 0.34 0.20 -0.06
H 6.8360 -17.8552 -18.1949 0.16 0.19 0.04 0.11
H 6.9842 -18.8284 -19.6707 -0.15 0.13 0.15 0.11
H 9.1691 -19.6964 -18.9582 0.06 0.19 -0.04 0.12
H 7.8803 -20.0971 -17.8353 -0.04 0.14 -0.02 0.11
H 8.6206 -18.4747 -16.4716 0.17 -0.02 -0.02 0.05
H 8.8934 -16.8639 -19.0635 -0.10 -0.01 0.07 0.10
C -0.8976 -17.6088 -21.2162 0.02 0.71 -0.76 -0.23
C 0.3543 -17.3678 -20.4353 0.50 -0.13 0.39 -0.23
O 1.4362 -17.0796 -21.3135 0.01 -0.12 -0.02 -0.09
O -1.3405 -16.4108 -21.8343 -0.16 0.40 0.03 -0.07
H -1.6975 -17.9210 -20.5513 -0.06 -0.26 -0.02 0.12
H -0.7140 -18.3172 -22.0301 0.00 -0.50 0.40 0.12
H 0.5832 -18.2617 -19.8343 0.00 0.10 -0.04 0.12
H 0.2174 -16.5110 -19.7662 -0.19 -0.15 0.13 0.11
H 2.2599 -17.1145 -20.7841 -0.06 0.18 -0.25 0.05
H -0.6967 -16.1791 -22.5178 -0.06 -0.09 -0.05 0.05
C 6.4988 -13.3157 -24.5077 -0.11 -0.71 -0.76 -0.24
C 7.0225 -11.9204 -24.5352 0.05 0.57 0.44 -0.27
O 8.3061 -11.7994 -23.9848 0.43 -0.13 -0.04 -0.06
O 6.0818 -13.6738 -23.1928 0.14 -0.37 -0.25 -0.12
H 7.2629 -14.0144 -24.8705 0.13 0.13 0.21 0.13
H 5.6851 -13.4247 -25.2455 -0.22 0.15 0.36 0.12
H 6.3215 -11.2822 -23.9733 -0.06 0.04 -0.21 0.11
H 7.0795 -11.5523 -25.5589 -0.06 -0.03 -0.07 0.12
H 8.2945 -12.1613 -23.0790 0.06 0.25 -0.09 0.05
H 6.1075 -14.6549 -23.1759 -0.31 0.15 0.20 0.06
C 1.2080 -16.4729 -25.2723 0.22 -0.56 0.21 -0.22
C 2.1511 -15.4684 -24.6796 0.62 0.07 0.13 -0.21
O 2.8007 -15.9828 -23.5180 -0.51 0.13 0.00 -0.10
O 0.0654 -16.5755 -24.4288 -0.13 0.10 -0.09 -0.07
H 1.7570 -17.4239 -25.2619 -0.12 0.00 -0.17 0.13
H 0.9299 -16.2468 -26.3043 -0.02 0.25 0.04 0.12
H 1.6706 -14.5157 -24.4384 -0.13 -0.13 -0.19 0.10
H 2.9675 -15.2897 -25.3821 -0.14 0.16 -0.14 0.13
H 2.1289 -16.2101 -22.8465 0.12 -0.15 0.03 0.06
H -0.5073 -17.2655 -24.7782 -0.05 0.04 0.11 0.10
```
Positions in Å, forces in eV/Å.

Properties
HOMO-LUMO gap, eV: 8.84
Max |F|, eV/Å: 1.841



(2)
Formula: C4H10NO2S
Source: the Open Molecules 2025 dataset
Level of theory: ωB97M-V/def2-TZVPD

The geometry in XYZ format:
```
18
Properties=species:S:1:pos:R:3:forces:R:3:lowdin_charge:R:1
C 0.3101 -1.1129 0.1208 2.47 -4.94 -0.66 -0.03
C 0.5809 1.0286 -1.0864 -3.69 -1.52 -1.61 -0.07
C -0.6066 0.7064 1.2661 1.30 0.08 0.12 -0.01
C 0.5383 0.2815 0.2542 -1.59 1.86 -0.07 -0.68
N -1.3527 -2.0195 -1.5558 -1.07 -0.63 -1.03 0.03
O 1.4892 1.3535 2.4260 1.68 0.58 0.62 -0.44
O 0.4725 -2.2529 0.1135 -0.29 3.74 1.12 0.30
S 2.1669 0.7581 1.0567 -0.65 -1.40 -0.30 1.05
H 0.4664 2.1471 -1.0416 0.02 -1.42 0.20 0.13
H 1.4347 0.7104 -1.5752 2.33 0.06 -0.83 0.05
H -0.1761 0.4675 -1.8218 0.85 1.84 1.55 0.13
H -1.6727 0.6511 1.1039 -0.06 -0.81 -0.87 0.11
H -0.2844 0.2327 2.1978 -0.79 0.37 0.06 0.10
H -0.3661 1.7449 1.2730 -0.29 0.86 0.72 0.08
H -1.0763 -2.9677 -1.8943 0.43 1.16 -0.24 0.08
H -1.8037 -1.5278 -2.3348 0.41 -0.35 -0.10 0.06
H -2.1690 -2.3421 -1.0560 -0.50 0.36 0.81 0.04
H 2.0488 2.1411 2.5539 -0.57 0.15 0.51 0.07
```
Positions in Å, forces in eV/Å.

Properties
HOMO-LUMO gap, eV: 8.14
Max |F|, eV/Å: 5.560
Net charge: +1